C2HIN2O in the gas phase in a non-equilibrium geometry. Source: the OMol25 dataset; level of theory: ωB97M-V/def2-TZVPD.

CARTESIAN COORDINATES (ANGSTROEM)
O  1.2349  0.6259  0.9667
C  -0.9421  -0.3311  0.4531
N  0.7774  0.3330  -1.1227
H  -0.7662  -0.6332  -1.7665
C  -0.6153  -0.3347  -0.7519
N  1.4145  0.7101  -0.2263
I  -1.1033  -0.3700  2.4477

* HOMO level (alpha / beta): -8.971 / -8.969 eV
* maximum force: 3.0 eV Å⁻¹



A molecular structure, C28H41BN10S4Y. Source: the OMol25 dataset; level of theory: ωB97M-V/def2-TZVPD.

CARTESIAN COORDINATES (ANGSTROEM)
C  -3.1878  -0.7897  -0.3878
C  0.5434  2.8037  -4.1261
H  -2.7250  4.1868  4.6398
C  0.6129  -5.1439  -2.1622
H  0.3820  2.2508  4.4505
H  -1.1288  5.0000  -3.4640
C  -4.4688  -0.2431  -2.1087
H  0.6555  -6.1818  -2.4650
H  -3.2055  -5.2426  -1.2993
H  -2.8989  -4.7086  0.9528
H  1.5808  -3.7553  1.5715
H  0.1472  4.6309  -5.2561
N  0.5002  -2.4788  -1.3792
H  0.0624  4.3763  2.1418
H  0.0851  0.8881  -5.0630
H  -4.9446  0.4080  -2.8199
C  -3.5855  2.6957  2.4980
N  -3.1036  2.2671  0.3911
C  0.3146  -4.1528  -3.0800
C  -4.5403  -1.5750  -1.9687
H  -0.7733  1.0873  3.7854
H  -2.3275  -3.8635  -1.9777
S  -0.9314  0.1805  -2.7720
H  -5.5051  -3.0725  0.8138
H  2.6191  2.4094  -3.7259
C  -0.2479  2.0247  3.5893
H  1.5356  1.2421  -2.9796
C  -2.4756  3.7217  -2.3070
H  -4.5170  2.2673  -1.3137
H  -5.1494  2.1850  1.0423
C  -3.2992  -4.2042  -1.6163
C  0.8296  -3.4441  -0.4972
H  1.6961  2.8791  -2.2921
H  1.1351  -5.5231  -0.1057
H  -4.0629  2.8661  3.4417
H  -1.7872  -3.4016  0.5226
H  2.9060  -0.3010  4.1632
N  -2.2174  2.8086  2.3092
C  1.6624  2.2974  -3.2155
N  -3.7566  -1.9207  -0.8783
C  -1.9388  2.5381  1.0112
H  0.3966  1.9003  2.7224
H  0.1214  -4.3817  -4.1181
C  1.2456  -3.0207  0.8442
C  -4.1241  2.3618  1.3138
H  0.0981  4.7741  3.8643
N  -2.4387  2.3644  -2.0797
H  3.5115  1.0940  3.3236
H  1.8286  4.1227  -5.1966
S  2.6727  0.7603  0.7556
S  -0.3600  2.5628  0.3057
H  1.2734  1.8815  -5.9168
N  -3.6430  0.2461  -1.1206
C  -1.2443  3.1673  3.3957
H  0.0110  -2.0437  -3.3312
H  -5.2183  -4.7451  0.3165
N  2.9047  0.2945  3.3519
C  2.4163  -0.1933  2.1971
C  0.8751  -4.7834  -0.8508
S  -2.1287  -0.6605  0.9829
H  -3.1118  -3.0978  1.6470
Y  0.2632  -0.1172  -0.2894
B  -3.4445  1.7899  -1.0411
C  -5.1820  -3.7066  -0.0127
N  -0.7340  2.8745  -3.3424
C  -2.8243  -3.6393  0.7499
C  0.9155  4.2058  -4.6098
H  -5.1011  -2.2960  -2.5318
C  -0.5471  4.4778  3.0367
C  -1.3684  1.8596  -2.7123
H  -0.4414  2.3067  -5.9849
H  -4.0061  -4.1745  -2.4449
C  0.2586  -2.8394  -2.6414
C  0.3459  1.9061  -5.3444
H  -1.2888  3.6123  5.4765
H  -2.5302  2.4552  5.0122
H  -3.2480  4.3428  -1.8897
H  -5.8872  -3.5900  -0.8352
N  1.3201  -1.7731  1.0872
C  -1.4253  4.0453  -3.0805
C  -2.0121  3.3636  4.7017
C  -3.7508  -3.3561  -0.4256
N  1.8305  -1.3725  2.2787
H  1.1137  4.8871  -3.7816
H  -1.2830  5.2679  2.8771

* HOMO level: -10.286 eV
* charge: +1
* maximum force: 0.5 eV Å⁻¹



2 unconnected molecules or ions with the total composition C30H26FNO2 in a non-equilibrium geometry. Source: the OMol25 dataset; level of theory: ωB97M-V/def2-TZVPD.

CARTESIAN COORDINATES (ANGSTROEM)
H  0.7448  -1.5009  3.6755
C  -2.6524  0.6265  2.4856
H  -2.2269  -4.0852  0.6419
C  -2.8273  1.9813  2.1704
C  -0.1618  0.5868  9.7145
H  5.7823  1.0467  1.2662
H  -0.1924  -5.1457  1.6579
C  -4.0995  2.5638  2.0730
O  3.2183  1.1390  2.4846
C  -5.2454  1.7963  2.3503
C  -1.8745  -2.1682  1.5713
H  -5.9862  -0.2018  2.8418
H  1.3400  -3.7307  3.0631
H  -4.2020  3.6092  1.7577
H  4.5841  1.4757  4.0481
C  0.0711  -2.0186  2.9885
C  -1.5798  -3.5073  1.3039
H  -1.9265  2.5557  1.9698
N  -0.2542  0.8828  2.7536
H  1.4512  -0.2887  2.3083
C  -0.6795  -0.7080  9.8028
O  1.9429  2.6580  3.6504
H  5.4850  -0.2898  2.4313
F  4.6157  5.2112  6.3565
H  1.1748  1.9069  8.6939
H  -2.7367  -1.7041  1.0789
C  4.6652  2.8334  6.3736
C  0.5717  -1.3497  7.8133
C  5.6203  0.7949  2.3247
H  0.8683  -2.0926  7.0642
H  4.6233  2.6683  2.6843
H  4.4470  0.6887  6.2051
H  -6.2463  2.2412  2.3040
H  -0.6116  -2.7094  8.9972
H  2.0381  5.0097  6.8151
C  2.5304  1.6270  6.5041
C  -1.2924  0.0598  2.6055
C  1.0046  0.5986  2.7958
H  -0.4484  1.3702  10.4231
H  1.8821  -0.2889  5.6617
C  -3.8275  -0.1437  2.6844
C  0.4112  -3.3265  2.6623
C  4.5068  1.6098  2.9577
C  1.7845  0.4040  6.5007
H  -1.4061  -0.9378  10.5792
C  -1.0642  -1.3918  2.4381
C  2.5674  4.0655  6.7031
C  -0.4353  -4.0983  1.8595
H  6.5304  1.0692  2.8686
C  -5.1046  0.4280  2.6526
H  -3.7358  -1.2222  2.8529
C  1.8642  2.8677  6.6797
H  0.7765  2.8639  6.7777
C  2.0617  1.6089  3.0450
C  1.0639  -0.0102  7.6555
C  3.9518  4.0218  6.5180
H  5.7507  2.8562  6.2478
C  -0.2600  -1.6826  8.8787
C  3.9431  1.6477  6.3375
C  0.7438  0.9075  8.7091

* HOMO level: -5.688 eV
* maximum force: 2.5 eV Å⁻¹



A molecular structure, C28H18F5InN4O3S2 in a non-equilibrium geometry. Source: the OMol25 dataset; level of theory: ωB97M-V/def2-TZVPD.

CARTESIAN COORDINATES (ANGSTROEM)
C  -2.2917  -1.6957  -0.3418
H  5.0152  -3.0105  -0.3316
H  -5.4960  -0.0618  1.0153
C  2.0541  -1.6801  0.5471
H  -3.3967  -3.4563  -0.8510
F  -0.7577  -1.3518  -7.2536
C  -0.2539  0.7996  5.5598
H  -1.6085  2.5749  5.3142
H  -0.4553  0.6778  6.6317
C  3.2434  -3.1843  -1.4124
H  1.2558  -3.3093  -2.2806
C  -0.9799  1.8291  4.8442
F  -3.1102  -0.4860  -3.3701
H  -1.4575  2.6187  2.8700
C  0.6705  3.5947  0.4853
H  3.4816  2.1786  1.5972
C  -0.9387  1.8009  3.4372
H  1.2350  -0.7705  5.2366
C  3.3395  -2.0958  0.7443
C  -4.6824  -1.8363  -0.1002
C  1.2056  -1.0718  2.6289
C  0.7863  5.0525  0.8654
H  3.7309  -1.8137  1.7381
C  0.4355  -0.6656  -5.2669
C  -0.7223  -0.8447  -5.9920
S  -0.9070  2.9856  0.1120
C  0.4966  -0.0674  4.8324
C  -0.8051  0.1171  -3.2916
O  -1.1575  -3.5333  -1.2275
C  -1.9820  -0.2964  -4.0423
C  1.2973  -2.0857  -0.5918
C  -1.0295  -2.3816  -0.7988
H  -0.0789  5.5936  0.4301
N  -2.2203  -0.5321  0.2932
C  -1.9374  -0.6153  -5.3518
In  -0.0907  0.4600  0.0602
N  0.0160  -1.5858  -0.7911
C  -4.6104  -0.6259  0.6075
C  1.9089  -2.9195  -1.5635
C  0.3971  -0.2770  -3.9387
F  1.5880  -0.3203  -3.3147
F  -3.0719  -0.9813  -5.9590
N  1.3351  -0.7558  1.3191
H  3.8137  3.8257  0.7882
O  -0.9251  0.7331  -2.1589
H  -3.2926  0.9856  1.2600
C  3.0391  3.1837  1.2946
C  3.9436  -2.7677  -0.2551
O  1.7064  -2.0496  3.2175
H  -5.6090  -2.3639  -0.2239
C  0.3998  -0.0683  3.4146
H  0.7187  5.2086  1.9590
H  2.7396  3.6786  2.2745
S  2.1204  1.6174  -0.7726
F  1.6605  -0.8763  -5.8295
H  3.8124  -3.8806  -2.0774
C  -3.5102  -2.4252  -0.4449
H  1.7035  5.5416  0.5088
C  -3.3900  -0.0032  0.7529
C  1.8961  2.8116  0.4406
N  -0.2783  0.8777  2.7529

* HOMO level: -0.407 eV
* charge: -2
* maximum force: 5.1 eV Å⁻¹



A molecular structure, C4H6AlO2 in a non-equilibrium geometry. Source: the OMol25 dataset; level of theory: ωB97M-V/def2-TZVPD.

CARTESIAN COORDINATES (ANGSTROEM)
C  -0.9778  2.0743  -1.2570
H  -1.4404  3.0615  -1.1495
O  0.4430  2.1813  -1.6093
H  -0.5747  0.3011  -0.0192
H  -1.1328  3.3063  -3.4885
H  -3.3703  1.5803  -0.0313
C  -0.5224  1.7077  -2.5953
H  -0.3509  0.6604  -2.8455
C  -2.5631  0.9037  0.2636
H  -2.3165  0.9542  1.3866
Al  1.5145  3.4487  -1.4385
C  -1.3171  1.0865  -0.2036
O  -0.7186  2.4597  -3.6937

* 2S+1: 2
* HOMO level (alpha / beta): -18.127 / -17.413 eV
* charge: +2
* maximum force: 5.2 eV Å⁻¹